No. 1
{"formula": "C4H13N2O", "method": "ωB97M-V with the def2-TZVPD basis set", "smiles": "NCC[C@@H]([NH3+])CO", "homo_lumo_gap_ev": 11.41, "charge": 1, "lumo_ev": -2.9, "energy_ha": -344.67446, "homo_energy_ha": -0.525, "e_above_lowest_ev": 2.514, "symbols": ["N", "C", "C", "C", "N", "C", "O", "H", "H", "H", "H", "H", "H", "H", "H", "H", "H", "H", "H", "H"], "positions_angstrom": [[-0.99549, 0.18495, 2.06975], [-0.15229, -1.15848, 1.72489], [0.63108, -0.87222, 0.47888], [0.00162, -0.07858, -0.62707], [-0.45558, 1.39553, -0.20336], [0.79996, -0.14255, -1.92684], [0.36340, 1.00637, -2.65554], [-0.54310, 0.63564, 2.82468], [-1.92940, -0.01034, 2.40361], [0.47417, -1.18584, 2.49720], [-0.92559, -1.88664, 1.60747], [1.69749, -0.42519, 0.71611], [1.14584, -1.77813, 0.11666], [-1.02851, -0.48150, -1.02110], [-1.06325, 1.24244, 0.62826], [-0.91384, 1.90578, -1.01752], [0.28805, 2.03332, 0.12129], [1.82349, 0.01567, -1.73496], [0.58518, -1.08848, -2.45760], [0.19678, 0.68829, -3.54480]], "forces_ev_per_angstrom": [[0.393, -1.775, -1.158], [-3.812, 4.080, -2.235], [3.196, 0.481, 0.222], [-2.871, -0.494, -1.290], [0.718, 0.127, -1.801], [-1.115, 1.428, 0.325], [-0.195, -0.638, -0.657], [0.586, 0.549, 0.927], [-0.041, -0.457, 0.039], [2.290, -1.351, 3.199], [0.091, -0.888, 0.142], [-2.137, 0.215, 0.049], [-1.096, -0.254, -0.493], [1.563, 0.516, 1.455], [-0.006, -0.339, 0.227], [0.683, -1.141, 1.058], [0.037, -0.608, -0.241], [1.526, -0.347, 0.180], [0.261, 0.421, 0.429], [-0.072, 0.474, -0.378]]}


No. 2
{"formula": "C83H59NO28", "method": "ωB97M-V with the def2-TZVPD basis set", "homo_lumo_gap_ev": 7.34, "charge": 0, "lumo_ev": -1.9, "energy_ha": -5359.05585, "homo_energy_ha": -0.338, "symbols": ["C", "C", "N", "C", "C", "O", "O", "C", "H", "H", "H", "H", "H", "H", "H", "C", "C", "C", "O", "C", "C", "C", "O", "H", "H", "H", "H", "C", "C", "C", "O", "C", "C", "C", "O", "H", "H", "H", "H", "C", "C", "C", "O", "C", "C", "C", "O", "H", "H", "H", "H", "C", "C", "C", "O", "C", "C", "C", "O", "H", "H", "H", "H", "C", "C", "C", "O", "C", "C", "C", "O", "H", "H", "H", "H", "C", "C", "C", "O", "C", "C", "C", "O", "H", "H", "H", "H", "C", "C", "C", "O", "C", "C", "C", "O", "H", "H", "H", "H", "C", "C", "C", "O", "C", "C", "C", "O", "H", "H", "H", "H", "C", "C", "C", "O", "C", "C", "C", "O", "H", "H", "H", "H", "C", "C", "C", "O", "C", "C", "C", "O", "H", "H", "H", "H", "C", "C", "C", "O", "C", "C", "C", "O", "H", "H", "H", "H", "C", "C", "C", "O", "C", "C", "C", "O", "H", "H", "H", "H", "C", "C", "C", "O", "C", "C", "C", "O", "H", "H", "H", "H"], "positions_angstrom": [[1.47008, -2.82950, -3.03602], [2.75684, -2.67353, -2.74916], [4.22003, -2.69684, -2.44082], [4.73637, -3.97650, -3.03255], [4.87221, -1.48845, -3.01229], [4.54367, -1.07701, -4.19889], [5.84183, -0.66478, -2.31892], [6.76419, -1.48371, -1.52692], [0.44121, -2.84786, -3.54130], [4.53882, -4.07566, -4.17787], [5.84240, -4.20911, -2.77341], [4.12029, -4.84421, -2.54963], [6.35359, -1.64539, -0.45218], [7.11156, -2.45122, -2.04255], [7.72749, -0.83716, -1.38513], [3.69430, 1.76088, -3.17941], [3.40505, 2.56616, -4.20304], [2.80591, 3.89942, -3.98241], [2.53833, 4.63647, -4.91633], [2.54260, 4.30480, -2.58487], [2.83351, 3.49700, -1.56276], [3.43121, 2.16485, -1.78674], [3.69982, 1.42535, -0.85368], [4.13183, 0.78125, -3.31980], [3.59294, 2.28364, -5.23177], [2.10447, 5.28483, -2.44026], [2.64805, 3.77622, -0.53080], [-4.15376, -5.13881, -4.29530], [-2.93991, -4.99215, -4.82968], [-1.74687, -4.79705, -3.97986], [-0.63718, -4.66096, -4.46688], [-1.94969, -4.77213, -2.51656], [-3.16342, -4.91863, -1.98210], [-4.35679, -5.11394, -2.83136], [-5.46481, -5.24977, -2.34426], [-5.03863, -5.28198, -4.90294], [-2.77396, -5.00865, -5.89988], [-1.06467, -4.62890, -1.90876], [-3.32896, -4.90196, -0.91180], [-1.38903, -2.94391, 3.76341], [-1.16181, -2.45731, 2.54235], [-2.26086, -2.28209, 1.56996], [-2.05355, -1.83913, 0.45279], [-3.62093, -2.66521, 2.00325], [-3.84793, -3.15198, 3.22483], [-2.74901, -3.32683, 4.19626], [-2.95633, -3.77033, 5.31514], [-0.59597, -3.07918, 4.48738], [-0.17146, -2.17120, 2.20967], [-4.41442, -2.52984, 1.27928], [-4.83679, -3.43775, 3.55721], [0.99889, -3.08530, 9.54999], [1.22572, -2.59884, 8.32852], [0.12630, -2.42415, 7.35676], [0.33332, -1.98146, 6.23944], [-1.23350, -2.80730, 7.79041], [-1.46032, -3.29384, 9.01207], [-0.36113, -3.46863, 9.98395], [-0.56744, -3.91083, 11.10007], [1.79264, -3.22051, 10.27417], [2.21584, -2.31262, 7.99531], [-2.02679, -2.67228, 7.06664], [-2.45044, -3.58002, 9.34518], [6.69576, 4.14627, -0.94063], [6.98830, 2.84786, -0.84618], [8.28423, 2.39045, -0.31448], [8.54737, 1.20231, -0.23288], [9.24941, 3.42442, 0.11335], [8.95954, 4.72366, 0.01988], [7.65953, 5.18239, -0.51405], [7.39275, 6.36769, -0.59794], [5.74794, 4.49845, -1.32943], [6.29364, 2.07445, -1.15217], [10.19606, 3.07026, 0.50225], [9.65527, 5.49457, 0.32778], [3.51788, 3.20000, 2.30866], [3.71557, 2.55820, 3.46080], [2.77157, 2.70020, 4.58892], [2.95177, 2.11609, 5.64273], [1.59969, 3.57977, 4.38953], [1.40269, 4.22161, 3.23619], [2.34741, 4.07854, 2.10917], [2.16919, 4.66192, 1.05281], [4.19993, 3.10741, 1.47237], [4.56870, 1.91020, 3.62134], [0.91758, 3.67223, 5.22560], [0.55027, 4.86987, 3.07378], [-2.70501, 4.17552, -3.12597], [-3.37944, 3.20938, -3.75206], [-2.87489, 2.61059, -5.00535], [-3.49121, 1.72965, -5.57875], [-1.59435, 3.12214, -5.53697], [-0.91986, 4.08851, -4.91083], [-1.42452, 4.68718, -3.65745], [-0.80832, 5.56857, -3.08360], [-3.06076, 4.62569, -2.20727], [-4.31862, 2.82311, -3.37528], [-1.23880, 2.67197, -6.45551], [0.01961, 4.47499, -5.28773], [-3.93722, 7.39615, -4.15303], [-3.70835, 7.89700, -5.36832], [-4.80590, 8.07896, -6.34119], [-4.59796, 8.53439, -7.45206], [-6.16567, 7.68635, -5.91530], [-6.39408, 7.18551, -4.70006], [-5.29695, 7.00356, -3.72726], [-5.50492, 6.54777, -2.61587], [-3.14469, 7.25542, -3.42798], [-2.71812, 8.19007, -5.69540], [-6.95611, 7.82673, -6.63795], [-7.38419, 6.89242, -4.37300], [-9.89818, 5.83845, -8.52875], [-9.11674, 6.63028, -7.79231], [-9.69110, 7.58959, -6.82487], [-8.97889, 8.31662, -6.15122], [-11.16334, 7.63555, -6.70481], [-11.94457, 6.84357, -7.44141], [-11.37046, 5.88483, -8.40825], [-12.08272, 5.16033, -9.07940], [-9.49441, 5.13095, -9.24229], [-8.03697, 6.60751, -7.86867], [-11.56740, 8.34299, -5.99134], [-13.02479, 6.86565, -7.36575], [-4.79323, -7.10483, 6.89489], [-4.56578, -6.61798, 5.67351], [-5.66449, -6.44269, 4.70127], [-5.45759, -5.99981, 3.58444], [-7.02473, -6.82576, 5.13433], [-7.25226, -7.31259, 6.35562], [-6.15313, -7.48792, 7.32813], [-6.36044, -7.93037, 8.44378], [-3.99979, -7.24036, 7.61934], [-3.57573, -6.33189, 5.34104], [-7.81820, -6.69013, 4.40969], [-8.24258, -7.59869, 6.68826], [-7.57811, -2.43556, 4.62198], [-8.58634, -2.17515, 5.45604], [-9.45528, -0.99530, 5.26354], [-10.37450, -0.75580, 6.02547], [-9.16507, -0.11671, 4.11104], [-8.15671, -0.37723, 3.27696], [-7.28801, -1.55682, 3.46946], [-6.36791, -1.79672, 2.70695], [-6.93132, -3.29513, 4.74872], [-8.81264, -2.80918, 6.30459], [-9.81177, 0.74261, 3.98439], [-7.93036, 0.25672, 2.42844], [5.72977, -1.72896, 3.19590], [6.03731, -3.02509, 3.27251], [7.34643, -3.47293, 3.79166], [7.62895, -4.65567, 3.86020], [8.30040, -2.43002, 4.22386], [7.99279, -1.13404, 4.14718], [6.68382, -0.68643, 3.62811], [6.40146, 0.49694, 3.55953], [4.77567, -1.38326, 2.81743], [5.34945, -3.80144, 2.96069], [9.25445, -2.77553, 4.60227], [8.68059, -0.35758, 4.45890], [9.97827, -4.11799, -2.93935], [11.19684, -3.97192, -3.46261], [12.38524, -3.79875, -2.60132], [13.49754, -3.66339, -3.07803], [12.17156, -3.79532, -1.13892], [10.95287, -3.94140, -0.61581], [9.76479, -4.11452, -1.47699], [8.65138, -4.24997, -0.99957], [9.09679, -4.24519, -3.55565], [11.37039, -3.97293, -4.53172], [13.05290, -3.66813, -0.52270], [10.77916, -3.94040, 0.45330]], "forces_ev_per_angstrom": [[7.466, 1.251, 1.061], [-5.838, -0.761, -1.566], [-1.962, 0.562, -0.996], [0.044, -2.298, -0.270], [-0.624, 3.130, -5.120], [1.590, -2.068, 6.032], [-1.810, -3.926, -0.988], [1.683, 0.476, 1.528], [2.256, -0.068, 1.224], [0.511, 0.528, 1.966], [-1.822, 0.830, -0.417], [1.114, 1.729, -0.768], [0.516, -0.060, -2.016], [-0.958, 1.438, 0.800], [-1.911, -1.029, -0.367], [0.085, -0.109, -0.301], [0.099, -0.214, 0.116], [-0.072, 0.261, -0.290], [0.026, -0.228, 0.205], [0.036, -0.020, 0.266], [-0.076, 0.110, -0.037], [-0.067, -0.073, 0.133], [-0.004, 0.206, -0.117], [-0.063, 0.235, -0.118], [-0.006, 0.000, 0.014], [-0.041, -0.012, -0.026], [0.058, -0.013, -0.335], [0.224, 0.018, -0.322], [-0.354, -0.070, -0.068], [0.381, 0.020, -0.170], [-0.425, -0.024, 0.100], [-0.184, -0.018, 0.316], [0.377, 0.055, 0.052], [-0.535, -0.055, 0.262], [0.398, 0.046, -0.190], [-0.008, 0.005, 0.045], [0.038, 0.013, 0.030], [0.013, 0.021, -0.029], [-0.037, 0.005, -0.027], [0.301, -0.024, -0.170], [0.120, -0.081, 0.288], [0.033, 0.197, -0.474], [-0.058, -0.203, 0.376], [-0.158, -0.157, 0.191], [-0.016, 0.000, -0.157], [-0.100, -0.049, 0.009], [-0.022, 0.035, -0.234], [-0.060, 0.064, -0.030], [-0.025, 0.003, -0.020], [0.011, 0.029, 0.058], [0.128, 0.006, -0.091], [0.261, 0.136, -0.256], [0.174, -0.089, 0.293], [0.053, 0.155, -0.323], [0.008, -0.132, 0.380], [-0.286, -0.003, 0.236], [-0.059, 0.098, -0.316], [-0.173, -0.238, 0.527], [0.103, 0.158, -0.390], [-0.041, -0.009, 0.017], [-0.034, 0.015, -0.026], [0.072, -0.054, 0.017], [0.032, 0.006, 0.028], [-0.094, -0.329, -0.034], [-0.359, 0.198, -0.152], [0.119, -0.487, 0.050], [0.009, 0.363, 0.005], [0.125, 0.324, 0.066], [0.262, -0.290, 0.104], [-0.191, 0.594, -0.060], [0.129, -0.440, 0.044], [-0.002, 0.039, 0.004], [0.011, -0.049, 0.020], [-0.022, -0.027, -0.010], [-0.045, 0.014, -0.018], [0.168, -0.134, 0.128], [0.152, 0.022, -0.243], [0.117, -0.279, 0.426], [-0.098, 0.221, -0.356], [-0.231, 0.242, -0.196], [-0.143, -0.051, 0.318], [0.035, 0.109, -0.250], [-0.131, 0.097, 0.699], [-0.028, -0.043, -0.013], [-0.008, -0.004, -0.001], [0.028, -0.021, 0.006], [0.028, -0.006, -0.035], [-0.304, -0.180, 0.046], [0.009, 0.240, 0.272], [-0.253, -0.416, -0.282], [0.190, 0.303, 0.197], [0.260, 0.211, 0.036], [0.050, -0.184, -0.313], [0.271, 0.297, 0.200], [-0.229, -0.237, -0.168], [0.000, 0.026, -0.011], [0.017, -0.011, -0.030], [-0.032, -0.012, 0.012], [0.016, 0.030, 0.047], [0.263, 0.099, -0.196], [0.189, -0.092, 0.296], [0.091, 0.176, -0.414], [-0.077, -0.176, 0.359], [0.073, -0.205, 0.118], [-0.105, 0.077, -0.311], [-0.147, -0.162, 0.423], [0.104, 0.086, -0.336], [0.002, 0.007, 0.022], [-0.021, 0.005, -0.013], [0.189, 0.129, 0.175], [0.017, 0.038, 0.012], [0.384, 0.102, 0.089], [-0.059, -0.230, -0.228], [0.187, 0.326, 0.277], [-0.578, -0.264, -0.272], [-0.324, -0.097, -0.073], [0.027, 0.277, 0.274], [-0.384, -0.371, -0.345], [0.279, 0.279, 0.258], [-0.043, 0.002, 0.002], [-0.060, -0.049, -0.063], [0.050, 0.004, -0.003], [0.023, -0.031, -0.033], [0.204, 0.130, -0.259], [0.189, -0.132, 0.291], [0.156, 0.150, -0.421], [-0.101, -0.091, 0.363], [-0.266, -0.097, 0.225], [-0.170, 0.117, -0.339], [-0.012, -0.211, 0.581], [0.040, 0.162, -0.418], [-0.039, -0.013, 0.014], [-0.063, 0.039, -0.005], [0.032, 0.000, -0.028], [0.036, -0.012, 0.030], [-0.184, -0.092, 0.275], [0.307, -0.255, -0.088], [-0.482, 0.148, 0.376], [0.353, -0.103, -0.286], [0.204, 0.100, -0.311], [-0.261, 0.222, 0.097], [0.339, -0.056, -0.341], [-0.537, 0.145, 0.236], [0.003, -0.003, -0.017], [-0.026, 0.041, -0.002], [-0.012, -0.028, 0.037], [0.028, -0.043, 0.006], [-0.117, -0.321, -0.059], [-0.248, 0.267, -0.095], [0.122, -0.600, 0.010], [-0.089, 0.439, -0.011], [0.104, 0.370, 0.046], [0.261, -0.233, 0.089], [-0.143, 0.449, -0.058], [0.125, -0.341, 0.026], [0.019, 0.036, 0.002], [0.048, -0.010, 0.009], [-0.028, -0.034, -0.007], [-0.046, 0.015, -0.018], [0.208, 0.030, -0.270], [-0.394, -0.049, -0.083], [0.584, 0.070, -0.225], [-0.430, -0.054, 0.177], [-0.225, -0.018, 0.316], [0.345, 0.047, 0.064], [-0.412, -0.067, 0.199], [0.290, 0.081, -0.179], [-0.007, -0.007, 0.023], [0.038, 0.009, 0.032], [0.009, 0.001, -0.048], [-0.044, -0.013, -0.029]]}


No. 3
{"formula": "C2ClNO2S", "method": "ωB97M-V with the def2-TZVPD basis set", "smiles": "N#CC(=O)Cl.O=S", "homo_lumo_gap_ev": [7.67, 7.70], "charge": 0, "lumo_ev": [-1.6, -1.5], "energy_ha": -1139.73062, "homo_energy_ha": [-0.340, -0.338], "e_above_lowest_ev": 0.725, "symbols": ["N", "C", "C", "O", "Cl", "O", "S"], "positions_angstrom": [[2.28561, -1.40793, -0.77039], [1.67145, -0.62627, -0.19442], [0.91419, 0.31767, 0.56084], [-0.07009, 0.10529, 1.17626], [1.52818, 1.92069, 0.24448], [-3.47388, 0.17858, -1.08300], [-2.85546, -0.48804, 0.06623]], "forces_ev_per_angstrom": [[-0.138, 0.200, 0.054], [0.739, -1.344, -0.314], [-0.663, 1.176, -0.389], [0.088, -0.256, 0.454], [0.072, 0.236, 0.244], [-0.385, 0.382, -0.682], [0.286, -0.393, 0.633]]}


No. 4
{"formula": "C6H12O", "method": "ωB97M-V with the def2-TZVPD basis set", "smiles": "CC(C)[C@H]1C[C@H]1O", "homo_lumo_gap_ev": 9.26, "charge": 0, "lumo_ev": 0.9, "energy_ha": -310.97248, "homo_energy_ha": -0.306, "e_above_lowest_ev": 2.362, "symbols": ["C", "C", "C", "C", "C", "C", "O", "H", "H", "H", "H", "H", "H", "H", "H", "H", "H", "H", "H"], "positions_angstrom": [[1.57018, 1.21225, -0.09559], [0.70436, -0.03426, 0.13417], [1.42852, -1.30455, -0.27126], [-0.60858, 0.10132, -0.56910], [-1.78657, -0.79163, -0.43727], [-1.85996, 0.45468, 0.35107], [-1.73241, 0.24179, 1.72805], [1.06148, 2.13571, 0.21166], [2.50301, 1.14273, 0.47558], [1.83816, 1.31957, -1.15528], [0.45711, -0.08154, 1.20342], [2.35889, -1.41578, 0.29151], [1.66331, -1.28791, -1.34271], [0.79432, -2.17645, -0.07858], [-0.58145, 0.64118, -1.52815], [-2.43295, -0.98278, -1.28337], [-1.61511, -1.64739, 0.21200], [-1.78361, 1.43672, -0.05994], [-1.97871, 1.03633, 2.21379]], "forces_ev_per_angstrom": [[0.030, -0.011, 0.004], [0.122, -0.208, 0.094], [0.172, -0.164, 0.008], [0.310, -0.362, 0.025], [-0.049, -0.302, -0.239], [1.433, 0.098, -0.610], [0.137, 0.385, 0.128], [0.021, -0.217, -0.036], [-0.128, 0.009, -0.083], [-0.066, -0.060, 0.144], [0.230, -0.112, -0.079], [0.015, -0.102, -0.087], [0.024, -0.028, 0.136], [0.168, 0.067, -0.032], [-0.043, 0.102, 0.584], [0.026, -0.034, -0.029], [-0.281, 0.084, -0.036], [-2.172, 0.910, 0.314], [0.051, -0.056, -0.206]]}